{
  "formula": "C8H10N3O3",
  "method": "wB97M-V/def2-TZVPD",
  "elements": ["C", "N", "C", "C", "C", "C", "C", "N", "C", "C", "O", "N", "O", "O", "H", "H", "H", "H", "H", "H", "H", "H", "H", "H"],
  "positions_angstrom": [[-0.537, -2.259, -0.588], [0.774, -1.902, -0.690], [1.234, -0.729, -0.081], [2.612, -0.446, 0.137], [2.985, 0.783, 0.751], [1.931, 1.678, 0.956], [0.671, 1.330, 0.670], [0.279, 0.138, 0.165], [-1.107, -0.053, -0.221], [-1.694, 1.022, -1.204], [-2.431, 1.890, -0.446], [-2.038, -0.461, 0.856], [-3.182, -0.382, 0.505], [-1.584, -0.877, 1.890], [-0.740, -2.409, 0.574], [-1.125, -2.814, -1.425], [1.313, -2.509, -1.268], [3.289, -1.286, -0.020], [3.978, 1.023, 1.183], [1.974, 2.664, 1.466], [-0.188, 1.978, 0.756], [-2.169, 0.476, -2.061], [-0.789, 1.397, -1.536], [-3.456, 1.748, -0.371]],
  "lowdin_charge": [0.1078, 0.0245, -0.1865, 0.0685, 0.0328, -0.0248, -0.0071, 0.0484, -0.0816, -0.1990, -0.0513, -0.3956, 0.1078, 0.0946, 0.1413, 0.1540, 0.1556, 0.1301, 0.1447, 0.1498, 0.1520, 0.1539, 0.0981, 0.1823],
  "energy_ha": -700.36310,
  "orbital_gap_ev": [8.35, 8.35],
  "e_above_lowest_ev": 2.809,
  "charge": 1,
  "smiles": "C=[NH+]c1cccc[n+]1C(CO)=[N+]([O-])[O-]",
  "e_homo_ev": [-12.995, -12.995]
}

{
  "formula": "C8H10N3OS2",
  "method": "wB97M-V/def2-TZVPD",
  "elements": ["C", "C", "C", "C", "C", "C", "C", "C", "N", "N", "N", "O", "S", "S", "H", "H", "H", "H", "H", "H", "H", "H", "H", "H"],
  "positions_angstrom": [[0.680, -1.247, -0.814], [2.901, 0.922, 0.816], [3.996, 0.156, 0.383], [1.810, -0.691, -0.268], [-0.147, 0.744, -0.152], [-1.972, -2.025, 0.483], [-0.544, 3.543, -0.224], [-1.774, -0.932, -0.624], [-0.405, -0.466, -0.563], [1.753, 0.443, 0.436], [-3.173, -2.590, 0.458], [-1.107, -2.314, 1.253], [3.471, -1.237, -0.482], [-1.164, 1.917, 0.473], [0.562, -2.255, -1.250], [2.889, 1.767, 1.522], [5.037, 0.103, 0.638], [0.534, 3.504, -0.379], [-0.879, 4.316, 0.476], [-0.935, 3.635, -1.252], [-2.507, -0.180, -0.583], [-1.854, -1.600, -1.569], [-3.959, -2.234, -0.016], [-3.213, -3.281, 1.238]],
  "lowdin_charge": [-0.0397, -0.1767, -0.3114, -0.5259, -0.3728, -0.5533, -0.2952, -0.0351, -0.1394, 0.0299, 0.1860, 0.1076, 1.1118, 0.9671, 0.1635, 0.1418, 0.0702, 0.0393, 0.0462, 0.0496, 0.0921, 0.1795, 0.1053, 0.1596],
  "energy_ha": -1346.38156,
  "orbital_gap_ev": [6.76, 6.80],
  "charge": 1,
  "e_homo_ev": [-11.311, -11.548]
}

{
  "formula": "C8H10N4S",
  "method": "wB97M-V/def2-TZVPD",
  "elements": ["C", "C", "C", "C", "N", "C", "N", "C", "S", "N", "N", "C", "C", "H", "H", "H", "H", "H", "H", "H", "H", "H", "H"],
  "positions_angstrom": [[-1.350, -2.877, 0.490], [0.155, -2.311, 0.436], [0.355, -1.526, -0.934], [-0.265, -0.247, -0.648], [-1.616, 0.120, -1.056], [-1.577, 1.408, -0.766], [-0.344, 1.885, -0.110], [0.084, 3.194, 0.249], [-0.755, 4.651, 0.299], [1.433, 3.154, 0.518], [2.253, 2.041, 0.734], [1.668, 0.924, 0.329], [0.420, 0.780, -0.146], [-1.977, -2.038, 0.663], [-1.581, -3.385, -0.507], [-1.392, -3.727, 1.236], [0.884, -3.280, 0.628], [-0.028, -1.487, 1.376], [1.628, -1.237, -0.863], [0.036, -2.071, -1.869], [-2.433, 2.098, -1.231], [2.131, 3.940, 0.417], [2.271, -0.008, 0.758]],
  "lowdin_charge": [-0.1457, -0.2510, -0.1564, -0.3013, 0.1566, -0.0920, 0.0403, -0.7676, 0.5953, -0.0402, 0.0795, -0.1005, -0.3021, 0.0319, 0.0819, 0.0759, 0.1400, 0.1608, 0.1658, 0.1290, 0.1661, 0.1682, 0.1655],
  "energy_ha": -927.89991,
  "orbital_gap_ev": 8.30,
  "e_above_lowest_ev": 4.198,
  "charge": 0,
  "smiles": "CCCc1ncn2c(=S)[nH]ncc12",
  "e_homo_ev": -8.508
}

{
  "formula": "C8H10N5",
  "method": "wB97M-V/def2-TZVPD",
  "elements": ["C", "C", "N", "N", "N", "N", "N", "C", "C", "C", "C", "C", "C", "H", "H", "H", "H", "H", "H", "H", "H", "H", "H"],
  "positions_angstrom": [[2.788, 2.688, -0.195], [1.314, 2.813, 0.251], [0.895, 1.851, 1.199], [1.642, 0.968, 1.693], [1.511, -0.026, 2.379], [0.456, -0.769, 2.119], [0.119, -1.291, 1.088], [-0.931, -1.954, 0.664], [-0.843, -2.427, -0.663], [-1.939, -3.172, -1.216], [-3.202, -2.988, -0.627], [-3.268, -2.322, 0.603], [-2.187, -1.992, 1.266], [2.853, 1.722, -0.686], [3.424, 2.642, 0.739], [3.032, 3.448, -0.996], [0.761, 2.585, -0.675], [1.105, 3.907, 0.576], [0.065, -2.445, -1.166], [-1.762, -3.661, -2.125], [-4.132, -3.354, -1.083], [-4.226, -2.250, 1.052], [-2.337, -1.703, 2.332]],
  "lowdin_charge": [-0.0935, -0.2581, 0.1341, 0.0360, 0.0882, 0.0977, 0.1480, -0.2717, 0.0615, -0.0013, 0.0061, -0.0763, -0.0208, 0.0608, 0.0943, 0.1065, 0.1325, 0.1625, 0.0999, 0.0961, 0.1318, 0.1167, 0.1492],
  "energy_ha": -584.12697,
  "orbital_gap_ev": [7.34, 7.34],
  "e_above_lowest_ev": 6.667,
  "charge": 1,
  "smiles": "CCN=[N+]=N/N=N/c1ccccc1",
  "e_homo_ev": [-13.585, -13.582]
}